Formula: C60H94BCsN10O2P3Si
Source: the Open Molecules 2025 dataset
Level of theory: ωB97M-V with the def2-TZVPD basis set

Summary:
2S+1: 2
M, g/mol: 1252.2
Gap between HOMO and LUMO (alpha / beta), eV: 6.36 / 7.64
Relative energy (zero: lowest compared OMol25 entry of this formula, charge and spin), kcal/mol: 23.6
Expectation value of S²: 0.75
Energy, eV: -119713.5958

Positions of all 172 atoms, in Å:
C (2.8804, 0.3746, 1.6220)
H (-3.4764, 1.9881, 5.4309)
C (-3.4184, -4.9174, -1.9238)
C (4.3744, 2.4435, -2.4771)
H (-2.4103, 3.4957, 0.0054)
H (-2.1471, 2.5813, 6.4199)
H (5.2873, 2.3720, -5.3453)
C (5.3767, -3.2974, -2.4927)
H (0.1288, 2.9447, 5.4742)
H (3.2886, 3.8075, 1.6228)
C (4.0027, -2.1401, -4.0770)
H (3.1975, 0.9732, 4.8702)
H (-3.6715, 0.2186, 4.1222)
H (4.5077, -0.7225, 2.6064)
C (-0.8777, 0.6053, -5.2642)
H (-2.9093, -0.3729, 2.6401)
H (-5.5497, -1.7128, -2.9709)
C (2.6919, -0.3769, 6.4594)
C (-0.3375, 3.1647, 4.5096)
H (3.0284, 2.8545, 0.1832)
C (-2.2904, -3.8628, -3.4713)
H (1.4501, 0.5637, -7.8158)
C (3.2303, -5.1117, 2.1715)
C (0.3965, -3.2976, -1.2195)
C (3.2440, -2.3664, -1.7914)
H (-0.1520, -1.3135, 6.9615)
H (0.8831, -2.3149, -4.7134)
H (-2.2349, -6.0989, -3.3583)
H (3.8552, -1.7757, -5.0851)
H (0.6414, 4.4696, -3.8839)
H (3.5357, -6.1483, 2.1054)
N (-1.0972, 2.9010, -2.4572)
H (4.6883, 0.3734, -4.2582)
C (2.5492, 1.8247, 1.9985)
H (6.2836, -3.8366, -2.2480)
P (-2.1240, 2.3925, 2.5494)
N (-2.4115, -2.5316, 0.7111)
H (2.7661, -2.6665, 4.4336)
H (1.3006, 0.1870, 8.0318)
C (2.7940, -3.1375, 3.4653)
P (1.7010, -0.6353, -3.3250)
C (0.5259, -1.1056, 4.9291)
C (3.8405, 0.9150, -4.6842)
O (0.2250, 2.0361, -0.8221)
H (-1.0718, -1.0269, -3.8317)
N (-6.0340, -4.7818, -0.4564)
H (-4.0478, 4.8735, 3.1978)
H (4.7703, -0.4023, 0.9178)
H (3.6419, 2.7670, -5.7971)
N (-2.9045, -2.9229, -2.7662)
H (-3.0158, 3.6871, 5.3587)
H (-1.8261, 1.0715, -2.8032)
H (0.8958, -2.1252, 5.0532)
H (-4.5172, 1.7401, -0.6259)
H (1.5111, 5.5504, -2.7867)
H (-0.3300, 1.2776, -4.5872)
H (-3.9248, -5.5909, -1.2568)
H (5.3691, 1.9916, -2.5409)
H (2.6672, 0.2862, 0.5485)
Si (1.8381, -2.3049, -0.5375)
H (3.1190, 3.6746, -3.6921)
C (5.1441, -2.8734, -3.7920)
C (-3.7476, 0.2096, 3.0314)
H (-1.0356, 3.2866, -3.3852)
H (4.8093, 4.1045, -3.8067)
C (4.2554, 2.3639, -4.9854)
H (-2.7688, 5.2191, 0.2235)
H (-0.3829, -1.1923, 4.3257)
H (-1.3438, 1.2914, 4.4559)
P (1.6212, -0.7624, 2.3874)
H (-2.8898, -3.9194, 3.6520)
H (-3.9646, 4.0070, 0.6777)
H (6.2651, 1.0299, 2.1659)
C (-2.6296, 2.6718, 5.4414)
C (-5.2868, 0.3906, -2.2451)
C (-2.3027, 4.1834, 2.0760)
H (1.1021, 0.7380, 4.0820)
H (-0.5326, 1.8599, -7.0005)
H (-0.9674, -2.5236, 2.2031)
H (0.7771, -4.3219, -1.3112)
C (3.0691, -1.8424, -3.0843)
H (-5.7414, 1.0261, -2.9871)
H (-6.9444, -1.6942, -0.1289)
H (-0.5018, -3.3052, -0.5985)
H (4.3870, 3.0929, -1.6002)
B (-4.4087, -2.8554, -0.7085)
C (1.5606, -0.2543, 4.1746)
C (3.2147, -4.4575, 3.3910)
H (-0.2511, 5.3779, -2.6208)
H (2.6814, -1.4603, 6.6261)
N (-3.6156, -3.5829, -1.8214)
H (-0.6589, 0.1838, 6.2155)
H (1.9545, 1.6442, -3.9586)
H (-4.9922, -4.0552, 1.8921)
H (-1.2105, -1.4872, -5.5122)
Cs (-0.9869, -0.1305, 0.0658)
C (-2.9455, -3.5297, 2.6497)
H (0.1093, -2.9594, -2.2137)
C (0.1833, -0.5073, 6.3043)
H (5.8593, -3.0884, -4.5762)
C (-7.2947, -4.9326, -0.0814)
C (4.1256, 3.2558, -3.7425)
H (-4.6525, -0.3375, 2.7601)
C (0.0311, 2.8625, -1.6837)
C (2.7067, 0.9020, -3.6531)
C (1.1036, 0.4660, -6.7838)
C (-5.2118, -0.9861, -2.2501)
C (-2.5778, -5.1474, -2.9876)
C (-1.6207, 2.3463, 4.3409)
H (-1.9390, 0.8598, -5.1922)
C (-5.0409, 2.3781, 2.9658)
C (-1.9630, -2.8409, 1.9181)
C (-6.9339, -2.7727, -0.1509)
C (-0.6558, -0.8388, -4.8249)
C (1.3713, -0.9551, -6.2889)
H (3.5864, 0.4050, -5.6113)
H (4.9802, 1.6065, 3.2029)
H (-0.9559, 0.1958, -7.3696)
H (-3.9404, 1.4921, 1.3750)
H (-1.2587, 4.5071, 1.9918)
H (-7.7071, -5.9247, 0.0202)
O (0.9458, 3.8219, -1.9184)
C (5.2015, 1.2783, 2.1828)
H (-2.5070, 5.2651, 3.9592)
C (2.4148, -3.0935, 1.0833)
H (-8.9335, -3.4912, 0.4301)
H (0.3875, 2.9450, 3.7217)
H (2.4334, -1.1924, -6.3625)
H (-1.6645, -3.5856, -4.3047)
H (3.5387, 0.0144, 7.0268)
H (1.6760, 1.1875, -6.1948)
C (3.3046, 1.3466, -2.3016)
H (-5.2075, 3.3087, 2.4220)
C (4.3773, 0.0393, 1.8393)
H (3.5165, -4.9755, 4.2932)
C (-4.6672, 0.7518, -1.0368)
N (-5.8209, -3.4509, -0.5127)
N (-4.2509, -0.3141, -0.3638)
H (1.4904, 2.0278, 1.8058)
C (0.6775, 4.8593, -2.8622)
C (4.9056, 2.4047, 1.1964)
H (1.3616, 1.2805, 6.6661)
C (-4.0178, -3.6049, 1.7833)
H (3.7548, 0.4772, -1.8098)
N (-2.0329, 1.8819, -2.2224)
H (-3.0353, 6.1597, 2.5408)
H (5.1949, 2.0612, 0.1984)
H (-4.9738, 2.6180, 4.0262)
H (3.6892, -0.6649, 4.5675)
H (2.8324, -4.9528, 0.0845)
C (-0.3749, 0.8245, -6.6866)
H (5.5327, 3.2716, 1.4142)
H (2.5026, 1.6926, -1.6491)
H (-0.5428, 4.2368, 4.4836)
C (2.3898, -2.4357, 2.3267)
C (-3.0159, 5.1675, 3.0018)
H (4.6125, -3.4218, -0.5071)
H (-2.9550, 2.2134, -2.4640)
C (-3.8125, 1.6259, 2.4519)
C (3.4126, 2.8057, 1.2041)
N (-3.6673, -2.9925, 0.6345)
C (1.3766, 0.2208, 6.9438)
C (4.4309, -3.0542, -1.5093)
C (0.8309, -1.2313, -4.8778)
H (2.7117, 1.9786, 3.0703)
C (2.8775, -0.0684, 4.9714)
H (0.8636, -1.6491, -6.9693)
C (-7.9188, -3.6908, 0.1296)
C (-2.8943, 4.2257, 0.6620)
N (-4.5991, -1.3777, -1.1177)
C (2.8317, -4.4265, 1.0343)
H (-5.9275, 1.7543, 2.8221)


Formula: C22H18N4OS
Source: the Open Molecules 2025 dataset
Level of theory: ωB97M-V with the def2-TZVPD basis set

Summary:
2S+1: 1
M, g/mol: 386.5
Gap between HOMO and LUMO, eV: 8.22
Relative energy (zero: lowest compared OMol25 entry of this formula, charge and spin), kcal/mol: 204.6
SMILES: C#CSc1cn(-c2ccccc2)nc1-c1c(C)n(C)n(-c2ccccc2)c1=O
Energy, eV: -41941.8485

Positions of all 46 atoms, in Å:
C (1.0310, 4.4289, -2.6783)
C (1.1710, 2.7300, -4.8631)
C (-0.5037, -3.5893, 2.2098)
H (-3.4398, 0.6391, -0.0456)
N (0.0224, -2.3451, 1.8899)
C (-2.4600, 3.3162, -1.0345)
C (1.2447, -0.5762, 1.8735)
C (3.8894, -0.5621, 1.9851)
H (-1.9403, -7.0429, 3.2531)
H (1.7849, -2.2137, 3.2498)
H (5.1096, -2.2388, 1.1557)
H (0.1203, 1.3372, -3.8071)
C (0.4492, 3.1834, -2.5689)
S (2.4834, 0.5722, 2.2604)
H (-2.6230, -0.0711, 1.1818)
H (2.3986, 4.1158, -5.8565)
C (-1.8720, -3.7759, 2.5084)
H (-2.9850, 1.6337, 1.2388)
C (-2.3501, -5.0298, 2.7349)
N (-0.5788, -1.4483, 1.0232)
H (-2.5808, -2.8880, 2.5737)
H (1.3724, -4.5440, 2.1433)
N (0.0528, 2.8354, -1.3063)
C (0.5074, 2.3056, -3.6793)
H (-2.2256, 4.2699, -1.4705)
H (0.9972, 5.0764, -1.8869)
C (-1.4322, -6.0891, 2.8890)
H (-3.3295, -5.0852, 3.0202)
H (-2.8606, 3.4444, -0.0185)
H (0.6842, -6.5391, 2.9807)
C (-2.6027, 0.9117, 0.6256)
H (2.4281, 5.5606, -3.7514)
C (-0.0710, 0.8934, 0.1096)
H (1.1065, 2.1152, -5.7823)
C (-0.0518, -5.8314, 2.8237)
C (4.6392, -1.4403, 1.6605)
C (1.1000, -1.7687, 2.4828)
O (1.9156, 1.5644, -0.4973)
C (-1.3099, 1.4192, 0.0256)
C (0.1727, -0.3596, 0.8933)
C (0.3814, -4.6499, 2.2756)
C (1.8574, 3.8767, -4.8825)
C (1.8179, 4.6789, -3.7720)
N (-1.2493, 2.5948, -0.8379)
H (-3.0351, 2.7076, -1.7290)
C (0.7637, 1.8778, -0.6000)


Formula: C4H9N2
Source: the Open Molecules 2025 dataset
Level of theory: ωB97M-V with the def2-TZVPD basis set

Summary:
Total charge: +1
2S+1: 1
M, g/mol: 85.1
Gap between HOMO and LUMO, eV: 10.80
Relative energy (zero: lowest compared OMol25 entry of this formula, charge and spin), kcal/mol: 103.8
Energy, eV: -7263.6402

Positions of all 15 atoms, in Å:
H (0.4266, 1.7675, 1.2400)
N (0.6240, 0.7858, 1.2224)
C (1.5848, -1.7129, -1.1318)
H (2.3550, -2.4656, -1.4599)
N (-1.3212, -0.5971, 0.9955)
H (-1.0617, -1.6045, 0.8659)
H (-2.1027, -0.3424, 0.4411)
C (0.8303, -1.0658, -0.4233)
C (-0.6332, 0.9118, -1.1029)
H (-0.0124, 1.7227, -1.3421)
H (-1.5807, 1.3415, -0.7434)
C (0.0621, 0.0913, -0.0119)
H (-0.7238, 0.1608, -1.9263)
H (1.5686, 0.4682, 1.3495)
H (-0.0157, 0.5387, 2.0272)


Formula: C3H5ClO2P
Source: the Open Molecules 2025 dataset
Level of theory: ωB97M-V with the def2-TZVPD basis set

Summary:
Total charge: -1
2S+1: 1
M, g/mol: 139.5
Gap between HOMO and LUMO, eV: 6.63
Relative energy (zero: lowest compared OMol25 entry of this formula, charge and spin), kcal/mol: 74.2
Energy, eV: -29098.5571

Positions of all 12 atoms, in Å:
C (-0.8163, 0.1979, -1.7006)
H (-0.2152, -0.4135, 2.6178)
H (2.0766, 0.5277, 2.6283)
C (1.7353, 0.2504, 1.6262)
P (-0.0035, 0.4202, 1.5075)
C (-0.9890, -0.9756, -0.7522)
O (-1.6545, -1.9421, -1.0697)
H (0.0293, 0.0117, -2.3566)
H (-0.6145, 1.0975, -1.1154)
Cl (2.5434, 1.4294, 0.5042)
O (-0.3702, -0.9260, 0.3993)
H (-1.7215, 0.3224, -2.2886)


Formula: C34H43F9N6O7S
Source: the Open Molecules 2025 dataset
Level of theory: ωB97M-V with the def2-TZVPD basis set

Summary:
2S+1: 1
M, g/mol: 850.8
Gap between HOMO and LUMO, eV: 7.16
SMILES: O=C1C=C(C(F)(F)C(F)(F)C(F)(F)C(F)(F)F)C(=O)c2c1ccc(-c1ccccn1)c2S.CN(C)C=O.CN(C)C=O.CN(C)C=O.CN(C)C=O.CN(C)C=O
Energy, eV: -94510.5497

Positions of all 100 atoms, in Å:
H (2.4311, -1.7631, -8.6823)
H (4.2287, -2.8028, -7.1944)
H (-2.1616, -2.0384, 0.4927)
H (0.6112, 3.0589, 2.2024)
C (5.4518, -2.5088, 0.1559)
H (-2.0479, -6.3002, -9.0374)
H (-1.9830, -6.1250, -7.2677)
H (1.3029, -0.0795, -6.0471)
F (8.7367, 2.4336, -0.0998)
O (-4.5157, 5.2832, 2.9858)
C (0.2343, -2.1539, 0.6118)
C (8.2274, -2.9676, 1.3464)
H (-11.5795, 3.7164, 6.7934)
H (-8.0240, 5.6063, 4.3780)
H (-3.0202, 3.8093, 1.9918)
N (-6.6965, 4.5838, 3.1036)
H (-5.7219, 2.8358, 2.5285)
H (-9.8748, 3.2024, 9.6010)
O (7.1608, -4.8932, 2.5827)
H (4.4223, -3.8768, 3.4988)
C (-1.1732, -1.5165, 0.2983)
H (-7.9458, 2.9708, 7.0036)
C (8.1550, -2.2652, 0.1023)
S (4.0223, -0.9781, -1.9820)
C (-2.0284, 3.4136, 1.7216)
C (6.9915, -3.8440, 1.9141)
O (-0.4238, -2.9199, -9.5369)
F (7.4087, -0.0678, 2.1883)
C (-5.6455, 5.3850, 3.4322)
H (-5.9097, 6.1647, 4.1646)
C (9.1357, 0.0816, -0.8001)
H (-8.7290, 4.9648, 2.8752)
C (4.1091, -1.8438, -0.3256)
H (1.7135, -2.9898, -7.6012)
H (4.0832, -2.4696, -5.4470)
O (-10.1504, 3.4134, 5.3897)
H (-7.4180, 2.9613, 1.9871)
F (10.3732, 0.5751, -1.3522)
H (-10.6106, 1.6277, 9.1915)
N (-9.9363, 2.7459, 7.5729)
C (2.9766, -2.6798, 2.0059)
H (4.7966, -1.2499, -6.5225)
F (6.2956, 0.5141, 0.2030)
F (6.9662, 2.0914, 1.6813)
H (-8.3025, 3.8586, 4.2084)
O (2.9532, -0.0107, -4.8739)
H (-2.9542, 3.2327, 4.1063)
C (-8.0154, 4.7682, 3.6794)
C (-2.3310, -5.6654, -8.1964)
C (2.3102, -0.4564, -5.8062)
F (9.7298, 1.0917, 1.4393)
C (-10.5866, 3.3227, 6.5229)
H (-0.1250, 1.4942, 1.7986)
N (-1.3781, 2.8372, 2.7733)
H (9.1469, -2.9412, 2.0302)
H (0.3262, -3.2183, 1.0398)
F (10.5169, -1.5259, 0.5710)
C (0.2987, 0.6584, -0.5555)
H (4.1902, 0.3897, -1.7294)
C (8.7636, 1.0843, 0.3916)
N (2.7269, -1.4430, -6.6488)
C (6.7925, -2.4225, -0.7382)
H (-0.8113, -4.8277, -10.0962)
C (-8.6163, 2.1846, 7.3595)
C (7.3379, 0.8408, 1.0852)
C (-6.4912, 3.5130, 2.1483)
H (-1.0608, -3.0442, -6.8455)
H (-2.4891, -2.4907, -7.7440)
C (-10.5231, 2.6763, 8.8957)
C (1.9014, -1.9222, -7.7399)
N (-1.7424, -4.3475, -8.3200)
C (5.5387, -3.2490, 1.5462)
H (-2.6547, -3.7773, -6.5185)
H (-1.3161, 3.2981, 4.7998)
F (9.9180, -2.0932, -1.5527)
C (1.4473, -1.2672, 0.2938)
O (-1.5915, 3.5013, 0.5860)
C (-1.0270, -0.0797, -0.2969)
H (-8.2261, 1.7615, 8.2858)
H (0.9486, -1.3927, -7.7718)
H (-6.1469, 3.9378, 1.2020)
N (1.5373, 0.0452, -0.2267)
C (4.0368, -2.0317, -6.4473)
H (-1.9961, 0.4837, -0.5518)
C (-0.0595, 2.2736, 2.5602)
H (-2.0547, 1.7231, 4.3933)
C (9.4270, -1.4328, -0.3643)
F (8.2127, 0.1369, -1.8947)
C (-1.9652, 2.7715, 4.0952)
H (0.3318, 1.8505, 3.4865)
C (-0.9472, -4.0063, -9.3741)
H (-3.4194, -5.5684, -8.1712)
C (4.3114, -3.3527, 2.4934)
O (6.8149, -2.4978, -1.9835)
H (2.0676, -2.7301, 2.6937)
H (-11.5128, 3.1352, 8.9089)
C (-2.0073, -3.3605, -7.2909)
H (-8.6776, 1.4047, 6.5965)
H (0.3338, 1.7190, -1.0011)
C (2.8705, -1.9450, 0.6403)